Version w
Entry from the OMol25 dataset: the ion C6H11N4 with charge +1 (wB97M-V/def2-TZVPD).

Calculated values
2S+1 = 1
Orbital gap (spin up / spin down) = 7.2 / 7.2 eV
LUMO energy (spin up / spin down) = -6.8 / -6.8 eV
Net charge = +1

The geometry in XYZ format:
```
21
Properties=species:S:1:pos:R:3:lowdin_charge:R:1
C 0.4699 -1.3728 0.3214 -0.373
C -0.8872 -0.7886 0.5060 -0.065
C 0.5193 1.5891 -1.6503 -0.142
C -1.0878 0.4861 -0.3478 -0.303
C 0.4750 -2.8419 0.6509 -0.001
C 0.4491 1.8869 0.9854 -0.018
N 1.4302 -0.6887 -0.0401 0.395
N -0.4145 0.8298 -2.4011 0.068
N -1.2705 0.2890 -1.7378 0.092
N 0.1453 1.2760 -0.2672 -0.076
H -1.8605 -1.3819 0.2541 0.178
H -1.0909 -0.6554 1.5901 0.147
H 1.5407 1.3115 -2.1033 0.168
H 0.4169 2.6729 -1.7623 0.146
H -1.8673 1.1789 -0.0132 0.184
H -0.2015 -3.2322 1.3839 0.087
H 1.3434 -3.3357 0.9521 0.067
H 0.1437 -3.5369 -0.2382 0.159
H 1.4340 2.1124 0.9673 0.070
H 0.0445 2.9179 1.1447 0.139
H 0.2683 1.2834 1.8052 0.080
```

Version x
Entry from the OMol25 dataset: a cluster of 2 separate species, C6H11N4 in total (wB97M-V/def2-TZVPD).

Calculated values
2S+1 = 1
Orbital gap = 9.1 eV
LUMO energy = -3.3 eV
Net charge = +1

The geometry in XYZ format:
```
21
Properties=species:S:1:pos:R:3:lowdin_charge:R:1
C 1.3992 -1.6178 0.9309 0.021
C 0.5978 -0.9727 1.8397 -0.039
C 1.3406 -1.3211 -0.4418 -0.222
C 0.4286 -0.2956 -0.8707 -0.240
C -0.2888 0.2986 0.1327 0.021
C -2.3131 2.1384 0.7779 -0.202
N -0.2485 -0.0189 1.4179 0.088
N 2.1110 -1.9703 -1.3294 0.182
N 0.2357 -0.0024 -2.1838 0.144
N -1.6674 1.6838 -0.4144 0.029
H 2.0614 -2.3926 1.2775 0.127
H 0.6060 -1.2140 2.8890 0.141
H -1.6531 2.6002 1.5259 0.084
H -3.0277 2.9024 0.4546 0.101
H -2.8839 1.3196 1.2240 0.085
H -0.8593 0.4648 2.0714 0.160
H 2.6973 -2.7227 -1.0102 0.127
H 1.9293 -1.9112 -2.3167 0.114
H 1.0084 -0.0789 -2.8248 0.106
H -0.4458 0.7121 -2.3835 0.098
H -1.0276 2.3985 -0.7662 0.074
```

Version y
Entry from the OMol25 dataset: the ion C6H11N4 with charge +1 (wB97M-V/def2-TZVPD).

Calculated values
2S+1 = 1
Orbital gap = 7.5 eV
LUMO energy = -3.4 eV
Net charge = +1

The geometry in XYZ format:
```
21
Properties=species:S:1:pos:R:3:lowdin_charge:R:1
C 0.7466 0.4408 -1.2088 0.018
C 0.9139 0.4451 0.1290 -0.206
C 0.5738 -0.8786 -1.6397 -0.338
C 0.5295 1.5462 1.1520 -0.098
C -0.6433 -0.4877 1.4207 -0.201
C -1.7761 -0.0528 0.6210 -0.168
N 0.7219 -0.8164 0.5868 0.018
N 0.4065 -1.6387 -0.5729 0.169
N 0.8500 -1.2288 -2.8834 0.196
N -0.0333 0.7930 2.1932 0.030
H 1.3116 2.2217 1.4832 0.137
H -0.2924 2.1969 0.8646 0.138
H 0.8407 1.4036 -1.7755 0.153
H -2.1513 -1.0861 0.2602 0.121
H -1.8343 0.8199 -0.1618 0.117
H -2.4980 0.1981 1.3218 0.047
H 0.6921 -2.5927 -0.3783 0.189
H 1.1254 -0.6204 -3.6816 0.160
H 0.8530 -2.1771 -3.2396 0.131
H 0.6204 0.3812 2.8838 0.180
H -0.9569 1.1330 2.6253 0.208
```

Of them, version x has the highest stability.

Version w
Entry from the OMol25 dataset: a cluster of 2 separate species, C11H15N in total (wB97M-V/def2-TZVPD).

Calculated values
2S+1 = 2
Orbital gap (spin up / spin down) = 3.0 / 6.3 eV
LUMO energy (spin up / spin down) = 3.5 / 3.5 eV
Net charge = -1

The geometry in XYZ format:
```
27
Properties=species:S:1:pos:R:3:lowdin_charge:R:1
C -0.1601 -3.2942 -1.6870 -0.177
C 0.3655 -4.6132 -2.2522 -0.178
H 0.3329 -3.0708 -0.7464 0.059
H 0.0566 -2.4616 -2.3628 0.048
H -1.2434 -3.2145 -1.5783 0.059
H 0.4232 -5.2969 -1.4388 0.039
H 1.3997 -4.5337 -2.5956 0.059
H -0.2163 -5.0369 -3.0700 0.054
C -2.3542 0.8720 -1.2778 -0.076
C -1.9991 1.6737 1.1082 -0.160
C -1.5261 1.1605 -0.0687 -0.281
C 0.2299 1.4269 1.3655 -0.274
C -0.1234 0.8984 0.1083 -0.185
C 1.5076 1.3445 1.9083 -0.114
C 0.8290 0.0681 -0.5499 -0.108
C 2.5265 0.7874 1.0477 -0.198
C 2.1742 0.1471 -0.1160 -0.200
N -0.9320 1.9358 1.9834 0.027
H -2.9863 2.0453 1.3551 0.075
H -0.9666 1.7059 2.9625 0.115
H -2.2981 -0.1206 -1.6991 0.054
H -2.2341 1.6549 -2.0373 0.067
H 1.6991 1.4293 2.9767 0.057
H 0.6787 -0.4229 -1.5049 0.049
H 3.5701 0.8592 1.3423 0.059
H 2.9861 -0.1561 -0.7780 0.071
H -3.3998 1.0614 -0.9880 0.059
```

Version x
Entry from the OMol25 dataset: a cluster of 2 separate species, C11H15N in total (wB97M-V/def2-TZVPD).

Calculated values
2S+1 = 2
Orbital gap (spin up / spin down) = 3.1 / 6.4 eV
LUMO energy (spin up / spin down) = 3.7 / 3.6 eV
Net charge = -1

The geometry in XYZ format:
```
27
Properties=species:S:1:pos:R:3:lowdin_charge:R:1
C -0.4534 -0.1768 3.3597 -0.177
C 0.4046 1.0691 3.1793 -0.175
H -0.8806 -0.1646 4.3635 0.048
H -1.3185 -0.2302 2.6975 0.036
H 0.1367 -1.0783 3.2282 0.058
H 1.1180 0.9062 2.3631 0.065
H 0.9849 1.3453 4.0575 0.048
H -0.1694 1.9415 2.8497 0.057
C -0.8673 -2.6823 0.2759 -0.069
C 0.1265 -0.5464 -0.8243 -0.175
C -0.8947 -1.2311 -0.0911 -0.286
C -0.3275 0.7684 -1.0100 -0.279
C -1.9094 -0.3390 0.1556 -0.168
C 2.2069 0.1734 -1.8681 -0.209
C 1.7389 1.4622 -2.0220 -0.200
C 1.4708 -0.8626 -1.2570 -0.105
C 0.4089 1.8013 -1.6033 -0.110
N -1.5786 0.8677 -0.4457 0.043
H 3.2470 -0.0481 -2.0968 0.068
H 2.3853 2.2696 -2.3314 0.057
H 1.8583 -1.8576 -1.1032 0.048
H 0.0198 2.8069 -1.6473 0.050
H -1.6653 -3.2105 -0.2492 0.061
H -0.8937 -2.8568 1.3507 0.054
H -2.7863 -0.4610 0.7753 0.078
H -2.0606 1.7318 -0.2956 0.123
H 0.0665 -3.1280 -0.0815 0.059
```

Version y
Entry from the OMol25 dataset: a cluster of 2 separate species, C11H15N in total (wB97M-V/def2-TZVPD).

Calculated values
2S+1 = 2
Orbital gap (spin up / spin down) = 2.5 / 6.0 eV
LUMO energy (spin up / spin down) = 3.3 / 3.3 eV
Net charge = -1

The geometry in XYZ format:
```
27
Properties=species:S:1:pos:R:3:lowdin_charge:R:1
C -3.6153 -2.7244 -0.4934 -0.174
C -3.6301 -2.0301 -1.8734 -0.172
H -3.4580 -2.0767 0.3696 0.059
H -4.6522 -3.0316 -0.3233 0.050
H -2.9127 -3.5513 -0.4749 0.054
H -3.8905 -2.6837 -2.7024 0.050
H -2.6220 -1.7121 -2.1418 0.046
H -4.3637 -1.2266 -1.8008 0.061
C 4.0235 1.2708 1.6037 -0.075
C 1.6947 1.1978 0.5120 -0.200
C 2.9732 0.5295 0.8142 -0.255
C 0.8143 0.1936 0.0485 -0.263
C 2.8027 -0.7656 0.4005 -0.152
C -0.1106 2.7975 0.4408 -0.187
C -0.8960 1.9073 -0.2688 -0.204
C 1.2613 2.4919 0.7979 -0.128
C -0.4763 0.5505 -0.3890 -0.115
N 1.4879 -1.0063 -0.0191 0.034
H -0.4659 3.8102 0.2370 0.060
H -1.8289 2.2686 -0.6670 0.061
H 1.9477 3.2975 1.0273 0.051
H -1.2456 -0.1497 -0.7191 0.040
H 4.0396 0.6394 2.5222 0.070
H 3.5000 2.1542 1.9628 0.043
H 3.4018 -1.6665 0.3563 0.070
H 1.1819 -1.8573 -0.4611 0.123
H 5.0392 1.3730 1.2415 0.054
```

Of them, version x has the highest stability.

Version w
Entry from the OMol25 dataset: the ion C4H9N2 with charge +1 (wB97M-V/def2-TZVPD).

Calculated values
2S+1 = 1
Orbital gap = 11.5 eV
LUMO energy = -3.4 eV
Net charge = +1
SMILES = C[C@@H]1CNC=[NH+]1

The geometry in XYZ format:
```
15
Properties=species:S:1:pos:R:3:lowdin_charge:R:1
C 1.7159 0.1576 -0.2858 -0.036
C 0.4109 0.0803 0.5147 -0.188
C -0.7310 -1.1659 0.2182 -0.036
N -1.8706 -0.3769 -0.0679 0.074
C -1.6443 0.9364 -0.1220 -0.073
N -0.4525 1.2477 0.1456 0.101
H 1.7398 0.6225 -1.2773 0.096
H 2.1459 -0.7557 -0.1489 0.052
H 2.3870 0.9596 0.1113 0.104
H 0.6101 0.1332 1.5717 0.137
H -0.3995 -1.7590 -0.6155 0.121
H -0.6795 -1.7765 1.1119 0.124
H -2.6341 -0.8438 -0.4071 0.131
H -2.5070 1.5704 -0.3672 0.183
H 0.0964 2.1438 0.0917 0.210
```

Version x
Entry from the OMol25 dataset: a cluster of 2 separate species, C4H9N2 in total (wB97M-V/def2-TZVPD).

Calculated values
2S+1 = 1
Orbital gap = 7.8 eV
LUMO energy = -5.7 eV
Net charge = +1

The geometry in XYZ format:
```
15
Properties=species:S:1:pos:R:3:lowdin_charge:R:1
C -0.6908 -2.2293 1.9232 -0.144
N -0.0423 -1.4848 2.7827 0.021
H -1.6231 -1.8877 1.4365 0.049
H -0.2534 -3.1961 1.5912 0.075
H 0.7697 -2.0573 3.0151 0.031
C 0.2434 0.3994 -0.6603 -0.116
C -0.9084 -0.2811 -0.7892 0.106
C 1.2569 2.4608 -1.4025 0.198
N 0.2361 1.6707 -1.2822 0.009
H 1.2391 0.1319 -0.3210 0.135
H -1.8656 0.3063 -1.0822 0.129
H -1.0209 -1.3263 -0.5986 0.053
H 1.0875 3.4413 -1.8764 0.135
H 2.2223 2.1472 -0.9675 0.136
H -0.6506 1.9049 -1.7687 0.185
```

Of them, version w has the highest stability.

Version w
Entry from the OMol25 dataset: a structure of composition C2H7NO2 (wB97M-V/def2-TZVPD).

Calculated values
2S+1 = 1
Orbital gap (spin up / spin down) = 8.4 / 8.4 eV
LUMO energy (spin up / spin down) = -0.4 / -0.4 eV

The geometry in XYZ format:
```
12
Properties=species:S:1:pos:R:3:lowdin_charge:R:1
C -0.6437 -0.6339 -0.5832 -0.395
C -0.4040 -1.7378 0.4306 -0.066
N 0.5616 1.5814 -0.2326 -0.075
O -1.4725 0.2806 -0.3210 -0.028
O 1.5012 2.5997 -0.1914 -0.119
H 1.1602 3.2957 0.3946 0.100
H 0.3563 1.3079 0.7314 0.062
H -0.6084 -0.9968 -1.6295 0.129
H 0.6121 0.3486 -0.6408 0.159
H -1.1949 -2.4808 0.3511 0.081
H 0.5571 -2.2257 0.2472 0.074
H -0.4251 -1.3389 1.4437 0.078
```

Version x
Entry from the OMol25 dataset: an isolated molecule of C2H7NO2 (wB97M-V/def2-TZVPD).

Calculated values
2S+1 = 1
Orbital gap = 10.6 eV
LUMO energy = 0.8 eV
SMILES = N[C@H](O)CO

The geometry in XYZ format:
```
12
Properties=species:S:1:pos:R:3:lowdin_charge:R:1
N 0.3352 -1.3728 0.0116 0.068
C -0.2283 -0.2122 0.5649 -0.386
O -1.8045 -0.2392 0.3906 -0.112
C -0.1235 1.0567 -0.2181 -0.133
O 1.4128 1.3014 -0.1425 -0.132
H 0.2497 -1.4197 -0.9976 0.094
H 1.2831 -1.5284 0.3378 0.093
H -0.0158 -0.0996 1.6263 0.148
H -1.9908 -1.1839 0.2673 0.062
H -0.5486 1.9184 0.2901 0.121
H -0.3897 0.9915 -1.2730 0.121
H 1.8205 0.7877 -0.8575 0.056
```

Of them, version x has the highest stability.

Version w
Entry from the OMol25 dataset: a cluster of 2 separate species, C7H9N5 in total (wB97M-V/def2-TZVPD).

Calculated values
2S+1 = 1
Orbital gap (spin up / spin down) = 7.2 / 7.2 eV
LUMO energy (spin up / spin down) = 0.6 / 0.6 eV

The geometry in XYZ format:
```
21
Properties=species:S:1:pos:R:3:lowdin_charge:R:1
C 1.6401 -0.0644 1.0007 -0.127
C -1.3305 1.8191 -0.0292 -0.153
C -1.9015 1.0170 0.9028 -0.136
C -0.6415 1.1809 -1.0937 -0.109
C -1.8465 -0.3257 0.8939 -0.070
C -0.4548 -0.1798 -1.0661 -0.138
C -1.0263 -2.2659 -0.2553 -0.006
N 2.4253 -0.9798 0.4510 -0.036
N 2.0855 1.0581 0.3496 -0.043
N 3.3141 -0.4585 -0.4557 -0.003
N 3.1354 0.7971 -0.4375 -0.017
N -1.0508 -0.9369 -0.0908 -0.163
H -1.6058 2.9558 -0.0693 0.129
H -2.5260 1.4933 1.7367 0.139
H -0.2414 1.8086 -1.9098 0.117
H -1.9554 -0.8913 1.7194 0.085
H -0.0298 -0.5759 -1.9865 0.129
H -1.6508 -2.9182 0.4212 0.094
H -0.3547 -2.4313 -1.0181 0.025
H 2.5706 -1.9875 0.6264 0.145
H 1.4449 1.8852 0.3103 0.138
```

Version x
Entry from the OMol25 dataset: an isolated molecule of C7H9N5 (wB97M-V/def2-TZVPD).

Calculated values
2S+1 = 1
Orbital gap (spin up / spin down) = 7.5 / 7.5 eV
LUMO energy (spin up / spin down) = -0.5 / -0.5 eV

The geometry in XYZ format:
```
21
Properties=species:S:1:pos:R:3:lowdin_charge:R:1
C -0.0660 -0.6647 0.3446 0.062
C 3.4642 0.6014 -0.8235 -0.116
C 5.7136 -0.3791 0.2998 -0.162
C 4.4796 -1.0389 0.6683 0.032
C -1.5331 0.6118 -1.1438 -0.061
C -1.7371 0.6857 1.4085 -0.038
C -1.4478 -0.1943 0.2002 -0.387
N 1.1043 -0.4836 0.4790 0.043
N 2.2328 -0.5187 0.9759 0.019
N 4.6949 1.0503 -1.0411 -0.056
N 5.7535 0.7534 -0.2841 0.003
N 3.3763 -0.3164 0.2561 -0.146
H 6.5595 -0.6777 0.8934 0.097
H 4.3020 -1.9368 1.1344 0.086
H -2.3591 1.3929 -1.1239 0.101
H -1.5740 0.0033 -2.0573 0.080
H -0.5715 1.1910 -1.1895 0.091
H -1.7340 0.3048 2.3368 0.050
H -2.7071 0.9326 1.1717 0.058
H -1.1012 1.5364 1.2742 0.097
H -2.1750 -1.0407 0.0083 0.148
```

Of them, version w has the highest stability.

Version w
Entry from the OMol25 dataset: a cluster of 2 separate species, CH2ClNO2S2 in total (wB97M-V/def2-TZVPD).

Calculated values
2S+1 = 1
Orbital gap (spin up / spin down) = 5.9 / 5.9 eV
LUMO energy (spin up / spin down) = -2.7 / -2.7 eV

The geometry in XYZ format:
```
9
Properties=species:S:1:pos:R:3:lowdin_charge:R:1
C 0.8113 1.3848 -0.0628 -1.451
N 0.8863 0.1819 -0.5030 -0.049
O -0.6592 -2.6252 -0.2053 -0.313
O -1.1246 -1.0503 1.6990 -0.354
S 2.0185 2.5397 -0.0893 0.562
S -0.8676 -1.3483 0.2955 0.785
Cl -0.7625 1.8475 0.4236 0.633
H 1.5529 -0.3159 -1.0557 0.079
H -1.8551 -0.6143 -0.5020 0.108
```

Version x
Entry from the OMol25 dataset: a structure of composition CH2ClNO2S2 (wB97M-V/def2-TZVPD).

Calculated values
2S+1 = 1
Orbital gap = 9.1 eV
LUMO energy = -1.2 eV

The geometry in XYZ format:
```
9
Properties=species:S:1:pos:R:3:lowdin_charge:R:1
C -0.4401 -1.4730 -0.0084 -0.844
N 0.6909 -1.6740 0.3359 0.181
O -2.4882 1.7393 0.6677 -0.426
O -0.1614 1.3350 -0.2443 -0.507
S -1.9548 -1.4527 -0.2040 0.788
S -1.6257 1.2259 -0.3846 0.779
Cl 2.8289 0.4789 -0.1474 0.448
H 1.4234 -1.1113 0.3963 -0.098
H 1.7271 0.9319 -0.4113 -0.321
```

Of them, version x has the highest stability.